{"formula": "C3H5N2PS", "method": "ωB97M-V/def2-TZVPD", "symbols": ["C", "C", "C", "N", "N", "P", "S", "H", "H", "H", "H", "H"], "coordinates": [[0.68069, 0.11306, 0.66534], [-1.08329, -0.54162, -0.86498], [1.54537, -0.63586, 1.62510], [-0.18400, -0.68215, -0.06669], [0.72261, 1.36864, 0.50143], [-2.27633, 0.38348, -1.79748], [-0.12027, 2.38446, -0.37154], [2.25991, -1.16385, 1.07459], [1.96838, 0.12236, 2.18417], [0.83649, -1.24829, 2.07684], [-2.95804, -0.81320, -2.31629], [-1.39152, 0.71296, -2.71048]], "forces_ev_per_a": [[1.7, 0.8, 0.7], [2.8, 0.9, 2.6], [-1.4, 1.2, -2.0], [-3.6, -0.6, -3.0], [0.4, -0.8, 0.6], [-2.7, -1.2, 1.7], [-0.9, 0.0, -0.9], [1.2, -1.1, -0.6], [1.0, 1.0, 1.8], [-0.5, -1.4, 1.6], [0.7, 0.7, -0.3], [1.3, 0.3, -2.3]], "total_charge": 0, "fmax_ev_per_a": 4.7, "smiles": "C/C(N=S)=N/C#[PH2]", "total_energy_ev": -26292.014, "homo_lumo_gap_ev": [6.03, 7.08], "homo_ev": [-7.18, -7.73], "lumo_energy_ev": [-1.1566, -0.6539]}


{"formula": "C3H5N3", "method": "ωB97M-V/def2-TZVPD", "symbols": ["C", "N", "C", "N", "C", "N", "H", "H", "H", "H", "H"], "coordinates": [[-1.55422, -0.24887, -0.09379], [-0.20472, -0.57488, -0.53639], [0.81148, 0.29948, -0.19517], [0.76609, 1.54649, -0.43830], [1.88766, -0.32709, 0.57627], [2.65122, -0.81199, 1.29766], [-1.65546, -0.37975, 0.99179], [-2.27030, -0.90560, -0.59105], [-1.77660, 0.78637, -0.34471], [0.03499, -1.54179, -0.37659], [1.59652, 2.01237, -0.07910]], "forces_ev_per_a": [[-0.3, 0.1, 0.0], [0.2, -0.2, 0.1], [-0.1, 0.2, 0.0], [0.1, -0.3, 0.2], [0.8, -0.4, 0.6], [-0.6, 0.4, -0.8], [0.0, 0.1, -0.1], [0.1, 0.1, 0.0], [0.0, -0.1, 0.0], [0.0, 0.1, 0.1], [-0.1, 0.0, 0.0]], "total_charge": 0, "fmax_ev_per_a": 1.1, "smiles": "[H]/N=C(\\C#N)NC", "total_energy_ev": -7661.383, "homo_lumo_gap_ev": 10.35, "homo_ev": -9.90, "lumo_energy_ev": 0.4493}


{"formula": "C3H5N3", "method": "ωB97M-V/def2-TZVPD", "symbols": ["N", "C", "N", "N", "C", "C", "H", "H", "H", "H", "H"], "coordinates": [[-1.95018, -0.44409, -0.04461], [-0.58169, -0.28689, -0.08271], [0.23950, -1.30317, -0.14929], [1.50660, -0.76061, 0.00733], [1.40902, 0.61654, 0.14072], [0.11072, 0.97113, -0.00061], [-2.48765, 0.37738, 0.17587], [-2.28491, -1.30104, 0.36916], [2.08276, -1.01478, -0.79109], [2.25750, 1.18409, 0.50455], [-0.30166, 1.96143, -0.12933]], "forces_ev_per_a": [[-0.1, -0.1, -0.3], [0.0, 0.0, 0.0], [-0.3, 0.3, -0.1], [0.0, 0.2, 0.0], [-0.1, 0.0, -0.1], [0.0, 0.0, 0.1], [0.1, -0.1, 0.1], [0.1, 0.1, -0.1], [0.4, -0.4, 0.5], [0.0, 0.1, -0.7], [0.0, -0.1, 0.6]], "total_charge": 0, "fmax_ev_per_a": 0.8, "smiles": "Nc1cc[nH]n1", "total_energy_ev": -7661.382, "homo_lumo_gap_ev": 9.52, "homo_ev": -8.41, "lumo_energy_ev": 1.1044}


{"formula": "C3H5N3", "method": "ωB97M-V/def2-TZVPD", "symbols": ["N", "C", "N", "N", "C", "C", "H", "H", "H", "H", "H"], "coordinates": [[0.10925, 1.19444, 1.58180], [0.10459, 0.51366, 0.37026], [-0.55722, 0.95472, -0.68743], [-0.65818, -0.13123, -1.48997], [-0.04070, -1.20975, -0.96802], [0.54921, -0.81841, 0.20003], [0.96120, 1.03511, 2.09633], [-0.12066, 2.17501, 1.49943], [-1.03722, -0.00384, -2.41300], [-0.38140, -2.23093, -1.06601], [1.07112, -1.47878, 0.87658]], "forces_ev_per_a": [[0.4, 0.3, -0.2], [-0.1, -0.1, 0.1], [0.2, 0.0, 0.3], [-0.2, 0.0, -0.2], [-0.3, -0.5, 0.5], [-0.3, 0.1, 0.2], [0.0, 0.2, 0.1], [0.1, 0.0, 0.0], [-0.1, -0.2, 0.2], [0.5, -0.1, -1.2], [-0.2, 0.2, 0.1]], "total_charge": 0, "fmax_ev_per_a": 1.3, "smiles": "Nc1cc[nH]n1", "total_energy_ev": -7661.499, "homo_lumo_gap_ev": 9.45, "homo_ev": -8.24, "lumo_energy_ev": 1.2119}


{"formula": "C3H5N3", "method": "ωB97M-V/def2-TZVPD", "symbols": ["N", "C", "N", "N", "C", "C", "H", "H", "H", "H", "H"], "coordinates": [[-1.96734, -0.38803, 0.26000], [-0.61645, -0.21354, 0.04500], [0.12837, -1.37578, -0.31791], [1.33484, -1.08482, -0.49490], [1.54988, 0.30333, -0.07398], [0.19183, 0.85643, 0.12940], [-2.54565, 0.39383, -0.01080], [-2.30689, -1.27255, -0.09094], [2.01956, 0.01853, 0.88163], [2.29786, 0.87489, -0.62863], [-0.08601, 1.88772, 0.30113]], "forces_ev_per_a": [[0.0, 0.0, -0.1], [0.0, 0.2, -0.1], [0.3, 0.1, -0.2], [-0.4, -0.1, 0.1], [0.1, -0.1, 0.1], [-0.1, -0.1, 0.1], [0.0, -0.1, 0.1], [0.0, 0.1, 0.0], [0.1, 0.5, 0.2], [-0.2, -0.3, -0.2], [0.1, -0.2, 0.2]], "total_charge": 0, "fmax_ev_per_a": 0.6, "smiles": "NC1=CCN=N1", "total_energy_ev": -7660.700, "homo_lumo_gap_ev": 9.34, "homo_ev": -8.65, "lumo_energy_ev": 0.6833}


{"formula": "C3H5N3", "method": "ωB97M-V/def2-TZVPD", "symbols": ["C", "N", "C", "C", "N", "N", "H", "H", "H", "H", "H"], "coordinates": [[-1.54307, -0.07159, 0.16201], [-0.26804, -0.38832, -0.48124], [0.61430, 0.65277, -0.47178], [1.77333, 0.14815, 0.00142], [1.57809, -1.18703, 0.23259], [0.36372, -1.50025, -0.03150], [-2.38554, -0.66212, -0.18497], [-1.38987, -0.24678, 1.22872], [-1.73096, 0.98728, -0.00805], [0.31076, 1.63709, -0.77896], [2.67729, 0.63082, 0.33176]], "forces_ev_per_a": [[-0.4, -0.2, 0.0], [0.0, 0.6, 0.2], [0.2, 0.2, 0.0], [0.2, 0.0, 0.1], [0.0, -0.5, 0.0], [0.2, 0.1, 0.2], [0.1, -0.1, -0.2], [-0.3, 0.1, 0.0], [-0.2, -0.2, 0.0], [0.0, 0.1, 0.1], [0.1, 0.0, -0.5]], "total_charge": 0, "fmax_ev_per_a": 0.6, "smiles": "Cn1ccnn1", "total_energy_ev": -7660.620, "homo_lumo_gap_ev": 10.74, "homo_ev": -9.94, "lumo_energy_ev": 0.7936}


{"formula": "C3H5N3", "method": "ωB97M-V/def2-TZVPD", "symbols": ["N", "C", "C", "C", "N", "N", "H", "H", "H", "H", "H"], "coordinates": [[-1.68826, -0.22761, 0.03344], [-0.45227, 0.41129, 0.06129], [0.68209, -0.50395, 0.42040], [1.94562, -0.56005, -0.28588], [2.01262, 0.15841, 0.73419], [-0.22949, 1.65798, -0.06732], [-1.70896, -1.15780, -0.36322], [-2.46353, 0.34428, -0.27278], [0.40496, -1.33180, 1.07378], [2.58885, -0.95692, -1.06169], [-1.09161, 2.16617, -0.27220]], "forces_ev_per_a": [[-0.1, 0.1, -0.1], [0.2, 0.2, 0.0], [-0.3, -0.1, 0.2], [0.2, 0.3, 0.4], [0.1, -0.4, -0.4], [-0.2, -0.3, 0.0], [0.1, 0.1, 0.2], [0.1, -0.1, 0.0], [0.0, 0.1, -0.1], [-0.2, 0.2, 0.0], [0.1, 0.0, 0.0]], "total_charge": 0, "fmax_ev_per_a": 0.6, "smiles": "[H]/N=C(\\N)[C@H]1C=N1", "total_energy_ev": -7660.178, "homo_lumo_gap_ev": 10.36, "homo_ev": -9.47, "lumo_energy_ev": 0.8884}


{"formula": "C3H5N3", "method": "ωB97M-V/def2-TZVPD", "symbols": ["N", "C", "C", "C", "N", "N", "H", "H", "H", "H", "H"], "coordinates": [[-1.66031, -0.21716, 0.61097], [-0.83126, -1.15337, 0.09607], [-0.05699, -1.98752, -0.30989], [2.08153, 0.73733, 0.51252], [1.15135, 1.26449, 0.00434], [0.16230, 1.92916, -0.36520], [-2.64037, -0.46223, 0.58967], [-1.45927, 0.72847, 0.29077], [0.58729, -2.73662, -0.70992], [2.37148, -0.29422, 0.62392], [0.29425, 2.19166, -1.34326]], "forces_ev_per_a": [[0.0, -0.1, -0.1], [0.3, -0.4, -0.2], [-0.4, 0.3, 0.2], [-0.6, 0.3, -0.3], [0.5, -0.2, 0.2], [0.2, -0.1, 0.0], [0.1, 0.0, 0.0], [0.0, -0.1, 0.1], [-0.1, 0.1, 0.1], [0.0, 0.1, 0.0], [0.0, 0.0, 0.1]], "total_charge": 0, "fmax_ev_per_a": 0.7, "total_energy_ev": -7657.265, "homo_lumo_gap_ev": 9.66, "homo_ev": -8.69, "lumo_energy_ev": 0.9758}


{"formula": "C3H5N3", "method": "ωB97M-V/def2-TZVPD", "symbols": ["C", "C", "C", "H", "H", "H", "H", "H", "N", "N", "N"], "coordinates": [[0.26597, -0.13511, -0.75653], [0.58444, 0.98021, 0.20924], [-0.82229, -0.28381, 1.21923], [1.27466, 0.37786, -2.18869], [1.63085, 0.77979, 0.64378], [0.47871, 2.01967, -0.08060], [-1.51758, -0.77850, 1.93422], [-1.10037, -1.77724, -0.31578], [0.62150, -0.43714, -1.98317], [-0.22782, 0.84739, 1.39144], [-0.52724, -0.98015, 0.01678]], "forces_ev_per_a": [[-0.1, -1.6, -2.1], [2.2, 0.4, 1.2], [-0.3, -0.3, 0.2], [-0.9, -1.3, -0.5], [-1.0, 0.6, -1.1], [0.4, -0.1, -0.8], [0.6, 0.6, -0.5], [0.9, 1.0, 0.2], [0.7, 2.6, 2.5], [-1.6, -2.2, 0.0], [-1.0, 0.3, 0.9]], "total_charge": 0, "fmax_ev_per_a": 3.7, "smiles": "[H]/N=C1\\CN=CN1", "total_energy_ev": -7661.593, "homo_lumo_gap_ev": 9.91, "homo_ev": -9.03, "lumo_energy_ev": 0.8808}


{"formula": "C3H5N3", "method": "ωB97M-V/def2-TZVPD", "symbols": ["C", "C", "N", "N", "N", "C", "H", "H", "H", "H", "H"], "coordinates": [[-2.00834, -0.59474, 0.08912], [-0.94248, -0.97088, -0.83772], [-0.09482, -1.24896, -1.57381], [2.82322, -0.03823, 0.68823], [1.91554, 0.73149, 0.35977], [0.91872, 1.36553, 0.16647], [-1.59338, 0.01945, 0.89336], [-2.77324, -0.02053, -0.44000], [-2.46896, -1.48870, 0.51641], [3.65115, 0.51385, 0.92801], [0.57258, 1.73172, -0.78986]], "forces_ev_per_a": [[0.0, 0.0, 0.1], [0.7, -0.2, -0.7], [-0.9, 0.3, 0.7], [-0.2, 0.2, -0.1], [-0.3, 0.2, 0.0], [0.6, -0.3, 0.1], [0.0, -0.1, -0.1], [0.1, -0.1, 0.1], [0.1, 0.1, -0.1], [-0.1, 0.0, 0.0], [0.1, 0.0, 0.0]], "total_charge": 0, "fmax_ev_per_a": 1.1, "total_energy_ev": -7658.872, "homo_lumo_gap_ev": 10.00, "homo_ev": -9.16, "lumo_energy_ev": 0.8369}


- Which formula does entry 6 have?
  C3H5N3